# 1
{
  "formula": "C12H17BIrN4O5S2",
  "method": "ωB97M-V/def2-TZVPD",
  "elements": ["Ir", "O", "C", "O", "C", "O", "C", "C", "O", "O", "H", "H", "H", "H", "H", "C", "N", "C", "C", "N", "B", "N", "C", "C", "N", "C", "C", "S", "C", "S", "H", "H", "H", "H", "H", "H", "H", "H", "H", "H", "H", "H"],
  "coordinates": [[-0.52066, -0.21971, 0.15713], [0.86102, -1.32290, -3.68188], [0.18424, -1.32296, -2.57386], [-0.19988, -0.28946, -2.02414], [-0.09205, -2.70507, -2.01423], [-1.04971, -2.61402, -0.99547], [-0.57161, -2.22886, 0.25765], [2.76815, -1.17718, 0.06859], [3.54114, -1.98024, 0.32608], [1.96604, -0.36106, -0.20004], [1.01793, -0.41995, -4.01141], [0.86398, -3.12441, -1.67736], [-0.48589, -3.34625, -2.80176], [0.43941, -2.59597, 0.45698], [-1.29596, -2.58199, 0.98661], [2.41190, 2.20647, 2.69312], [1.03695, 2.69551, 2.59812], [0.64728, 3.99862, 2.75618], [-0.70685, 4.02093, 2.63672], [-1.13984, 2.74177, 2.41229], [-2.65383, 2.29815, 2.33869], [-3.11762, 2.43914, 0.83420], [-3.61846, 3.56243, 0.24086], [-3.95424, 3.25342, -1.04299], [-3.65019, 1.93353, -1.22615], [-3.86286, 1.17027, -2.45654], [-3.14072, 1.45962, -0.07285], [-2.72376, -0.21137, 0.20670], [-0.06618, 1.95068, 2.39031], [-0.03911, 0.20290, 2.27206], [3.06818, 3.06353, 2.80715], [2.67676, 1.67089, 1.78483], [2.51975, 1.55495, 3.55728], [1.35333, 4.78521, 2.95720], [-1.39556, 4.84179, 2.72987], [-2.72951, 1.14455, 2.65220], [-3.29457, 3.05498, 3.00172], [-3.73114, 4.48662, 0.77975], [-4.39854, 3.85071, -1.81999], [-4.32947, 1.82659, -3.18437], [-4.51960, 0.32594, -2.26255], [-2.90824, 0.81937, -2.84174]],
  "forces_ev_per_a": [[0.0, 1.1, -0.4], [-0.1, 0.0, 0.0], [-0.1, -0.2, -0.1], [0.0, 0.1, 0.4], [0.0, 0.3, 0.0], [0.4, -0.5, 0.2], [-0.4, -0.5, -0.4], [0.0, 0.0, 0.1], [0.0, 0.0, 0.0], [0.0, 0.0, -0.1], [0.0, 0.0, 0.0], [0.0, -0.1, 0.0], [0.0, 0.0, 0.0], [0.0, -0.1, 0.1], [0.1, 0.1, 0.2], [0.0, 0.0, 0.0], [0.0, 0.0, 0.0], [0.0, 0.0, 0.0], [0.0, 0.0, 0.0], [0.0, 0.0, 0.1], [0.0, 0.0, -0.1], [0.0, -0.1, 0.0], [0.0, 0.0, 0.0], [0.0, 0.0, 0.0], [0.1, 0.0, 0.0], [0.0, 0.0, 0.0], [0.0, 0.1, 0.0], [0.1, 0.0, 0.0], [0.1, 0.0, -0.1], [-0.1, -0.3, 0.2], [0.0, 0.0, 0.0], [0.0, 0.0, 0.0], [0.0, 0.0, 0.0], [0.0, 0.0, 0.0], [0.0, 0.0, 0.0], [0.0, 0.0, 0.0], [0.0, 0.0, 0.0], [0.0, 0.0, 0.0], [0.0, 0.0, 0.0], [0.0, 0.0, 0.0], [0.0, 0.0, 0.0], [0.0, 0.0, 0.0]],
  "total_energy_ev": -54090.5430,
  "charge": 2,
  "spin_multiplicity": 2,
  "homo_ev": [-15.0113, -15.1007],
  "lumo_energy_ev": [-7.605, -8.856],
  "relative_energy_kj_mol": 0.0
}

---

# 2
{
  "formula": "C12H17BaF4N2O",
  "method": "ωB97M-V/def2-TZVPD",
  "elements": ["Ba", "C", "C", "N", "C", "C", "C", "C", "N", "C", "C", "F", "C", "F", "C", "C", "F", "C", "F", "H", "H", "H", "H", "H", "H", "H", "H", "H", "H", "H", "H", "H", "H", "H", "O", "H", "H"],
  "coordinates": [[-1.66697, 1.08986, -1.32005], [3.02585, 2.62425, 0.19241], [1.58744, 2.41316, -0.25678], [1.22084, 1.05532, -0.71183], [2.05083, 0.64136, -1.86173], [1.37108, -0.43669, -2.68570], [1.33166, 0.05027, 0.37847], [0.18959, 0.12758, 1.37293], [-1.09246, -0.15456, 0.70579], [-1.67613, -1.39548, 0.88554], [-2.41073, -1.96221, -0.16238], [-2.42100, -1.24113, -1.36857], [-3.11025, -3.14172, -0.13767], [-3.76889, -3.53152, -1.23237], [-3.09860, -3.90685, 1.00455], [-2.37569, -3.40647, 2.07123], [-2.35605, -4.09151, 3.21581], [-1.70029, -2.20148, 2.03245], [-1.10459, -1.78135, 3.15975], [3.19000, 3.67764, 0.42621], [3.27677, 2.05569, 1.08785], [3.73767, 2.35446, -0.58935], [0.89935, 2.69753, 0.54241], [1.36846, 3.09480, -1.08623], [2.23409, 1.52154, -2.48204], [3.04038, 0.29855, -1.54173], [0.39960, -0.11046, -3.07045], [1.96486, -0.68872, -3.56420], [1.20440, -1.35933, -2.13152], [1.30037, -0.93674, -0.08244], [2.29267, 0.12164, 0.90374], [0.41468, -0.54505, 2.19821], [0.16822, 1.12235, 1.83077], [-3.62858, -4.84649, 1.06466], [-1.92179, 3.29988, 0.15231], [-2.11743, 3.25205, 1.09734], [-1.81934, 4.23982, -0.03740]],
  "forces_ev_per_a": [[0.7, 0.7, -0.2], [0.2, 0.0, 0.0], [-0.2, 0.1, 0.0], [0.1, -0.2, 0.1], [-0.1, 0.1, 0.0], [0.0, -0.1, -0.1], [0.0, 0.0, -0.1], [-0.4, 0.0, 0.0], [0.0, -0.6, 0.2], [0.2, 0.4, -0.1], [0.0, 0.2, -0.4], [-0.3, -0.8, 0.1], [0.0, 0.0, 0.0], [0.0, 0.0, 0.0], [0.0, -0.1, 0.0], [-0.1, -0.1, 0.1], [0.0, 0.0, 0.0], [0.0, 0.0, 0.1], [0.0, 0.0, 0.1], [-0.1, 0.0, 0.0], [-0.1, 0.0, 0.0], [0.0, 0.0, 0.0], [0.0, -0.1, 0.1], [0.1, 0.0, 0.0], [-0.1, 0.0, 0.0], [0.0, -0.1, 0.1], [-0.1, 0.1, -0.1], [0.0, 0.0, 0.0], [0.0, 0.0, 0.1], [0.0, 0.0, 0.0], [0.0, 0.1, -0.1], [0.0, -0.1, 0.0], [-0.1, 0.0, 0.0], [0.0, 0.0, 0.0], [-0.1, 0.3, 0.2], [0.0, -0.1, 0.0], [0.0, 0.0, 0.0]],
  "total_energy_ev": -29305.8719,
  "charge": 1,
  "spin_multiplicity": 1,
  "homo_ev": -10.4440,
  "lumo_energy_ev": -3.564
}

---

# 3
{
  "formula": "C12H17BrCrN3O9P2Se",
  "method": "ωB97M-V/def2-TZVPD",
  "elements": ["Cr", "O", "P", "O", "O", "O", "P", "O", "O", "O", "H", "H", "Br", "C", "C", "C", "C", "C", "C", "C", "O", "O", "H", "H", "H", "H", "N", "H", "H", "H", "C", "N", "C", "C", "N", "C", "C", "Se", "H", "H", "H", "H", "H", "H", "H", "H"],
  "coordinates": [[0.18870, 0.62208, -0.52418], [0.03058, 2.59214, 3.26520], [-0.61286, 1.59453, 2.17946], [-1.99786, 1.27727, 2.54335], [-0.27206, 2.12116, 0.77352], [0.34575, 0.26258, 2.32780], [1.93975, 0.03673, 2.13328], [2.59617, 1.26283, 2.99133], [2.31921, -1.25841, 2.73593], [2.25424, 0.37019, 0.69103], [0.99045, 2.64765, 3.15599], [2.69675, 0.96802, 3.90328], [-5.01008, 0.45885, 1.76040], [-4.24701, 1.33189, 0.25894], [-4.73918, 2.59492, -0.05088], [-4.24640, 3.29542, -1.14276], [-3.24592, 2.73534, -1.92363], [-2.74971, 1.48600, -1.58906], [-3.22944, 0.76397, -0.49907], [-2.60968, -0.58892, -0.24342], [-3.31090, -1.58583, -0.15845], [-1.33878, -0.55971, -0.14141], [-5.51009, 3.02541, 0.57418], [-4.63877, 4.27872, -1.37305], [-2.85069, 3.26791, -2.78018], [-1.96357, 1.04208, -2.19045], [1.51258, 2.22492, -1.27683], [1.90471, 2.29425, -2.20465], [2.23997, 1.98528, -0.60188], [1.09624, 3.10341, -0.99163], [-0.33562, -3.52924, -0.60968], [1.09691, -3.21150, -0.52643], [2.00579, -3.88601, 0.26286], [3.20959, -3.33107, 0.03523], [3.01578, -2.33155, -0.89708], [4.05731, -1.42857, -1.36385], [1.71163, -2.23137, -1.20938], [0.92115, -1.04323, -2.43354], [-0.52716, -4.32465, 0.10580], [-0.57938, -3.86199, -1.61665], [-0.92796, -2.65256, -0.37320], [1.70229, -4.65785, 0.94684], [4.16827, -3.51800, 0.48333], [5.01676, -1.87443, -1.11013], [3.94422, -0.47416, -0.85729], [3.97829, -1.29451, -2.43899]],
  "forces_ev_per_a": [[0.2, 0.5, -0.1], [-0.1, 0.1, -0.1], [0.2, -0.3, -0.2], [0.3, 0.1, -0.1], [-0.2, -0.3, 0.4], [0.0, 0.1, 0.3], [-0.3, -0.1, -0.4], [0.0, 0.2, 0.1], [0.0, 0.1, -0.1], [-0.2, -0.2, 0.1], [0.0, -0.1, -0.1], [0.0, 0.0, 0.0], [0.0, 0.0, -0.2], [-0.1, 0.1, 0.0], [0.0, 0.0, 0.0], [0.0, 0.0, 0.1], [0.0, -0.1, 0.1], [0.0, 0.1, 0.0], [-0.2, 0.1, -0.1], [-0.5, 0.1, 0.4], [0.1, 0.0, -0.1], [0.6, -0.4, 0.1], [0.0, 0.0, 0.0], [0.0, 0.0, 0.0], [0.0, 0.0, 0.0], [0.0, 0.0, 0.0], [0.0, -0.1, 0.2], [0.0, 0.0, 0.0], [0.0, 0.0, 0.0], [0.0, 0.0, 0.0], [0.3, 0.0, 0.0], [-0.5, -0.1, 0.1], [-0.2, 0.1, -0.1], [0.0, 0.1, -0.1], [0.3, 0.3, 0.1], [-0.1, -0.1, 0.2], [0.0, -0.3, -0.1], [0.3, -0.2, 0.0], [-0.1, 0.0, 0.0], [0.0, 0.0, 0.0], [-0.1, 0.1, 0.1], [0.0, 0.0, 0.0], [0.0, 0.0, 0.0], [0.0, 0.0, 0.0], [0.0, 0.1, 0.0], [0.0, 0.0, 0.0]],
  "total_energy_ev": -218019.1173,
  "charge": -1,
  "spin_multiplicity": 5,
  "homo_ev": [-5.0533, -5.8078],
  "lumo_energy_ev": [2.291, 2.277],
  "relative_energy_kj_mol": 0.0
}

---

# 4
{
  "formula": "C12H17BrF7N5O2P2S2Sc",
  "method": "ωB97M-V/def2-TZVPD",
  "elements": ["Sc", "S", "C", "C", "N", "C", "S", "C", "N", "F", "P", "F", "F", "F", "F", "F", "C", "H", "H", "H", "Br", "C", "C", "C", "C", "N", "C", "H", "H", "H", "H", "N", "C", "P", "O", "O", "C", "N", "H", "H", "H", "H", "H", "H", "H", "H", "H", "H", "F"],
  "coordinates": [[0.40525, -0.16742, -0.26811], [0.26605, 2.40938, -0.04852], [-0.81875, 2.81783, 1.24813], [-0.17591, 2.91859, 2.51926], [0.32092, 2.87262, 3.55991], [-2.15204, 3.04607, 1.19518], [-3.11096, 2.79844, -0.25987], [-2.85163, 3.55903, 2.31418], [-3.45930, 3.96668, 3.20567], [2.49107, 0.45608, -0.15520], [3.30386, -0.10970, -1.52325], [4.57944, 0.72355, -1.16615], [3.85087, -0.73305, -2.85730], [2.62963, 1.11479, -2.31553], [1.79177, -0.93991, -1.75776], [3.77291, -1.36334, -0.66468], [-0.61045, 0.96305, -2.38173], [-1.61508, 1.28497, -2.18370], [-0.41953, -0.08964, -2.56979], [0.09939, 1.67281, -2.76900], [-0.93612, -5.91549, -0.51291], [-1.55593, -4.15060, -0.73509], [-2.90833, -3.86595, -0.77731], [-3.29573, -2.54627, -0.92907], [-2.32267, -1.56907, -1.02203], [-1.01689, -1.85309, -0.98397], [-0.63371, -3.12003, -0.83611], [-3.63858, -4.65875, -0.68732], [-4.34007, -2.26856, -0.95779], [-2.59041, -0.52252, -1.10546], [0.43001, -3.30275, -0.78895], [0.59387, -2.38963, 3.16883], [0.13427, -1.00163, 3.49192], [-1.41678, -0.80864, 2.46022], [-1.89851, -2.21037, 2.27759], [-0.99838, -0.00558, 1.23886], [-2.58398, 0.18105, 3.45067], [-3.84935, 0.23894, 2.73160], [1.06927, -2.32040, 2.23882], [-0.28016, -2.94398, 3.00112], [1.17183, -2.80496, 3.88436], [0.90957, -0.29677, 3.20803], [-0.06175, -0.90895, 4.55926], [-2.17416, 1.18291, 3.58302], [-2.63521, -0.26751, 4.45556], [-4.26731, -0.68359, 2.68806], [-4.13806, 2.23922, 0.39860], [-4.48840, 0.86773, 3.20096], [1.14955, -1.63539, 0.84668]],
  "forces_ev_per_a": [[0.0, -0.2, 1.0], [-0.1, 0.2, -0.2], [-0.2, 0.0, -0.2], [0.2, -0.1, 0.8], [-0.1, 0.0, -0.4], [0.5, -0.2, -0.4], [0.1, 0.0, -0.2], [-0.4, 0.1, 0.7], [0.1, -0.2, -0.2], [0.2, 0.2, 0.2], [-0.2, -0.2, -0.1], [0.1, 0.1, 0.0], [0.0, 0.0, 0.0], [0.1, -0.1, 0.1], [-0.1, -0.1, -0.3], [0.0, 0.1, -0.1], [0.2, -0.2, 0.0], [-0.2, 0.1, 0.0], [-0.1, 0.0, -0.2], [0.0, 0.0, -0.1], [0.0, 0.0, 0.0], [0.1, 0.2, 0.0], [0.0, -0.1, 0.0], [0.0, 0.1, 0.0], [-0.1, -0.1, 0.0], [-0.1, 0.1, 0.2], [-0.1, -0.2, -0.1], [0.0, 0.0, 0.0], [0.0, 0.0, 0.0], [0.0, 0.0, 0.0], [0.0, 0.0, 0.0], [-0.6, -0.1, 0.1], [-0.3, 0.0, -0.1], [0.1, 0.3, 0.6], [-0.1, -0.2, 0.0], [0.0, 0.0, -0.5], [0.3, -0.2, 0.0], [0.0, 0.0, 0.0], [0.0, 0.0, -0.1], [0.3, 0.2, 0.0], [0.2, -0.1, 0.1], [0.0, 0.1, 0.0], [-0.1, -0.1, 0.0], [0.0, 0.1, -0.1], [0.0, 0.0, -0.1], [0.0, 0.1, 0.0], [0.0, 0.0, 0.0], [0.0, 0.0, 0.0], [0.0, 0.2, -0.3]],
  "total_energy_ev": -174289.7687,
  "charge": 0,
  "spin_multiplicity": 2,
  "homo_ev": [-8.4572, -8.6597],
  "lumo_energy_ev": [-0.491, -1.448],
  "relative_energy_kj_mol": 19.9
}